[1]
This record from the Open Molecules 2025 dataset describes C35H33N9O4S2Sc as an isolated structure. The level of theory is the ωB97M-V functional and the def2-TZVPD basis.

Output
HOMO in Eh: -0.3971
E_LUMO in eV: -2.832
Charge: +1

Last column: Löwdin charge in e.
Geometry (Å):
Sc: 0.0582 0.3170 0.3869  1.073
C: -0.2722 -1.7015 -2.2979  -0.147
C: -1.5548 -0.9689 -2.6423  -0.104
C: -1.4005 0.5151 -2.7731  -0.265
C: -1.9685 1.1514 -3.8668  -0.004
C: -1.8577 2.5241 -4.0015  -0.030
C: -1.1881 3.2208 -3.0146  -0.027
C: -0.6578 2.5185 -1.9492  -0.136
N: -0.7298 1.1855 -1.8165  0.082
N: 0.0227 -1.7813 -0.8461  -0.202
C: -0.9364 -2.6933 -0.2001  -0.136
C: -0.7587 -2.6780 1.2910  -0.273
C: -1.2483 -3.7124 2.0686  0.006
C: -1.0795 -3.6547 3.4404  -0.023
C: -0.4095 -2.5701 3.9803  -0.022
C: 0.0477 -1.5797 3.1351  -0.078
N: -0.1243 -1.6177 1.8044  0.048
C: 1.3565 -2.4131 -0.7158  -0.121
C: 2.4689 -1.4474 -0.9675  -0.259
C: 3.5928 -1.8149 -1.6825  0.005
C: 4.6499 -0.9233 -1.7798  -0.021
C: 4.5390 0.3025 -1.1516  -0.017
C: 3.3681 0.5989 -0.4775  -0.086
N: 2.3354 -0.2464 -0.3827  0.083
H: 0.5735 -1.2078 -2.7787  0.139
H: -0.3180 -2.7231 -2.6898  0.135
H: -2.3347 -1.1729 -1.9044  0.087
H: -1.9300 -1.3588 -3.5876  0.131
H: -2.4937 0.5629 -4.6083  0.125
H: -2.2942 3.0327 -4.8531  0.125
H: -1.0671 4.2948 -3.0522  0.125
H: -0.1530 3.0494 -1.1719  0.059
H: -0.8163 -3.7099 -0.5903  0.146
H: -1.9514 -2.3743 -0.4277  0.087
H: -1.7513 -4.5474 1.5979  0.128
H: -1.4577 -4.4448 4.0759  0.122
H: -0.2428 -2.4839 5.0445  0.118
H: 0.5596 -0.7117 3.5199  0.105
H: 1.4222 -3.2723 -1.3891  0.139
H: 1.4726 -2.7863 0.3000  0.137
H: 3.6377 -2.7902 -2.1491  0.125
H: 5.5420 -1.1854 -2.3341  0.123
H: 5.3344 1.0337 -1.1875  0.122
H: 3.2599 1.5530 0.0086  0.094
S: -3.3517 -0.2217 0.6301  0.990
C: -4.0495 0.9143 -0.5390  -0.472
C: -4.8660 0.4710 -1.5678  -0.038
C: -5.3246 1.3478 -2.5401  -0.181
C: -6.0851 0.8438 -3.6453  -0.168
N: -6.6594 0.4100 -4.5416  0.192
C: -4.9648 2.7011 -2.4641  -0.183
C: -4.1809 3.1512 -1.4151  -0.052
C: -3.7211 2.2700 -0.4387  -0.485
S: -2.6903 3.0120 0.7736  1.035
C: -5.3221 3.6197 -3.5061  -0.167
N: -5.5447 4.3662 -4.3514  0.197
H: -5.1274 -0.5789 -1.6345  0.131
H: -3.9114 4.2012 -1.3746  0.132
O: -2.2295 1.7445 1.7465  -0.595
N: -1.9332 0.5685 0.9334  -0.604
C: 3.7512 1.5942 3.4399  -0.057
C: 2.5322 2.2821 4.0465  -0.160
C: 1.7102 3.0546 3.0062  -0.289
C: 0.4982 3.8078 3.6463  -0.131
C: -0.4490 2.9529 4.4795  -0.066
C: 2.5738 4.1427 2.3940  -0.412
O: 3.2544 4.8853 3.0538  0.135
N: 2.4967 4.2729 1.0218  0.229
C: 1.8303 3.4501 0.1255  -0.530
O: 1.9658 3.6300 -1.0638  0.089
N: 1.1114 2.3826 0.6502  0.107
C: 1.1765 2.1241 1.9544  -0.412
O: 0.7093 1.0000 2.2935  -0.089
H: 4.3184 1.0660 4.2060  0.084
H: 4.4268 2.3177 2.9778  0.085
H: 3.4590 0.8583 2.6844  0.068
H: 2.8406 2.9966 4.8097  0.134
H: 1.8845 1.5481 4.5236  0.110
H: -0.0540 4.3092 2.8446  0.126
H: 0.9360 4.5941 4.2628  0.129
H: -0.8915 2.1445 3.8999  0.058
H: -1.2613 3.5789 4.8505  0.088
H: 0.0533 2.5285 5.3493  0.080
H: 3.0410 5.0159 0.6044  0.174

[2]
This record from the Open Molecules 2025 dataset describes a 2-piece molecular cluster, C35H33NO3P overall at a distorted geometry. The level of theory is the ωB97M-V functional and the def2-TZVPD basis.

Output
HOMO in Eh: -0.3612
E_LUMO in eV: -4.541
Charge: +1

Last column: Löwdin charge in e.
Geometry (Å):
C: 5.1913 3.3390 0.8606  -0.063
O: 3.7873 3.3675 0.5340  -0.084
C: 2.9565 2.5951 1.2847  -0.263
C: 1.6024 2.5699 0.8929  0.011
C: 0.7119 1.7811 1.5881  -0.073
C: 1.1268 1.0121 2.6895  -0.402
P: 0.0294 -0.1574 3.5843  1.064
C: -1.5229 0.1960 2.6722  -0.407
C: -1.9343 -0.5082 1.5268  -0.076
C: -3.0616 -0.1330 0.8280  0.010
C: -3.8032 0.9862 1.2598  -0.264
O: -4.8852 1.3208 0.5062  -0.084
C: -5.6056 2.5135 0.8772  -0.063
C: -3.4053 1.7081 2.4114  -0.024
C: -2.2705 1.3137 3.0978  -0.121
C: 0.5055 -1.6897 2.6933  -0.405
C: -0.1388 -2.8826 3.0847  -0.117
C: 0.0835 -4.0640 2.3981  -0.023
C: 0.9632 -4.0663 1.2881  -0.265
O: 1.2184 -5.1721 0.5378  -0.085
C: 0.4913 -6.3741 0.8625  -0.064
C: 1.6185 -2.8811 0.8969  0.009
C: 1.3776 -1.7146 1.5903  -0.078
C: 2.4836 1.0459 3.0784  -0.125
C: 3.3945 1.8329 2.3950  -0.023
H: 5.6446 3.9896 0.1145  0.095
H: 5.3694 3.7299 1.8717  0.094
H: 5.5969 2.3206 0.7829  0.097
H: 1.2834 3.1689 0.0435  0.125
H: -0.3175 1.7574 1.2419  0.104
H: -1.3646 -1.3541 1.1520  0.106
H: -3.3886 -0.6794 -0.0531  0.125
H: -6.3845 2.5918 0.1207  0.094
H: -6.0489 2.4125 1.8773  0.094
H: -4.9526 3.3971 0.8520  0.097
H: -3.9836 2.5709 2.7446  0.102
H: -1.9493 1.8935 3.9643  0.097
H: -0.8422 -2.8811 3.9188  0.101
H: -0.4186 -4.9843 2.6992  0.101
H: 0.8317 -7.0926 0.1186  0.094
H: 0.7366 -6.7225 1.8750  0.093
H: -0.5933 -6.2169 0.7798  0.097
H: 2.2982 -2.9044 0.0488  0.125
H: 1.8710 -0.8121 1.2409  0.104
H: 2.8377 0.4293 3.9071  0.098
H: 4.4425 1.8579 2.6970  0.102
C: 0.7224 1.2971 7.0484  -0.045
C: -0.2250 0.2077 7.3288  0.024
N: 0.1401 -1.0221 7.6549  0.080
C: -0.7778 -2.0599 7.9706  -0.132
C: -2.1594 -2.0130 8.0441  0.014
C: -2.8279 -3.2009 8.4072  -0.041
C: -2.1070 -4.3801 8.6846  -0.044
C: -0.7093 -4.4056 8.6076  0.015
C: -0.0495 -3.2338 8.2452  -0.101
C: 1.3459 -2.9311 8.0892  -0.098
C: 1.4627 -1.5677 7.7220  -0.098
C: 2.7078 -0.9950 7.5117  0.013
C: 3.8468 -1.8102 7.6712  -0.039
C: 3.7293 -3.1626 8.0380  -0.039
C: 2.4708 -3.7318 8.2515  0.016
H: 0.1103 2.1868 6.8505  0.099
H: 1.3860 1.5482 7.8906  0.114
H: 1.3357 1.1306 6.1500  0.072
H: -1.2927 0.4086 7.3636  0.141
H: -2.6771 -1.0821 7.8258  0.112
H: -3.9175 -3.2142 8.4774  0.116
H: -2.6476 -5.2868 8.9640  0.117
H: -0.1106 -5.2916 8.8171  0.123
H: 2.7930 0.0521 7.2371  0.092
H: 4.8405 -1.3885 7.5113  0.116
H: 4.6267 -3.7724 8.1581  0.119
H: 2.3220 -4.7710 8.5405  0.124

[3]
This record from the Open Molecules 2025 dataset describes C35H34BrCoN3O4P2S as an isolated structure. The level of theory is the ωB97M-V functional and the def2-TZVPD basis.

Output
HOMO (alpha / beta) in Eh: -0.2886 / -0.2869
E_LUMO (alpha / beta) in eV: 0.088 / 0.012
Charge: 0
2S+1: 4

Last column: Löwdin spin population.
Geometry (Å):
Co: 1.0639 0.1469 1.0048  2.708
C: 2.2143 3.8197 -1.7807  0.000
C: 2.8092 3.2522 -0.5062  0.000
C: 3.8927 4.1635 0.0693  0.000
O: 3.3744 1.9867 -0.8553  0.001
C: 1.7374 3.0912 0.5833  0.008
O: 0.9914 4.0260 0.8453  0.009
O: 1.7444 1.9662 1.2167  0.053
H: 3.0088 4.1245 -2.4628  0.000
H: 1.5879 4.6789 -1.5484  0.000
H: 1.6001 3.0658 -2.2782  0.000
H: 4.6653 4.3364 -0.6804  0.000
H: 4.3537 3.7016 0.9445  0.000
H: 3.4619 5.1175 0.3718  0.000
H: 3.6621 1.5625 -0.0349  0.000
C: 0.7716 -2.8482 -1.5340  0.000
N: -0.1367 -1.7350 -1.1815  -0.003
P: 0.5145 -0.1275 -1.4887  0.044
C: 1.1058 -0.2684 -3.1974  0.016
C: 0.4198 -1.0406 -4.1407  0.003
C: 0.8758 -1.1164 -5.4445  0.001
C: 2.0249 -0.4282 -5.8197  0.000
C: 2.7152 0.3261 -4.8858  0.000
C: 2.2623 0.4070 -3.5730  0.001
C: -1.0076 0.8777 -1.6614  0.003
C: -1.3635 1.6889 -0.5897  0.005
C: -2.5624 2.3885 -0.5798  0.000
C: -3.4207 2.2927 -1.6627  0.001
C: -3.0580 1.5239 -2.7637  0.000
C: -1.8609 0.8297 -2.7657  0.001
P: -0.5637 -1.6594 0.4993  0.020
C: -0.3955 -3.3607 1.0997  0.001
C: -1.4722 -4.2427 1.1033  0.001
C: -1.2968 -5.5546 1.5231  0.000
C: -0.0478 -5.9867 1.9422  0.001
C: 1.0276 -5.1064 1.9521  0.000
C: 0.8565 -3.7956 1.5377  0.000
C: -2.3440 -1.3512 0.5055  0.008
C: -2.9155 -0.8811 1.6861  0.002
C: -4.2815 -0.6572 1.7559  0.000
C: -5.0788 -0.8907 0.6425  0.001
C: -4.5097 -1.3460 -0.5382  0.000
C: -3.1432 -1.5781 -0.6091  0.003
H: 1.7070 -2.8331 -0.9653  0.000
H: 1.0204 -2.7979 -2.5893  0.000
H: 0.2675 -3.7944 -1.3478  0.000
H: -0.4573 -1.6024 -3.8424  0.000
H: 0.3387 -1.7165 -6.1677  0.000
H: 2.3819 -0.4900 -6.8394  0.000
H: 3.6153 0.8544 -5.1709  0.000
H: 2.7970 1.0071 -2.8466  0.000
H: -0.6943 1.8111 0.2553  0.003
H: -2.8122 3.0122 0.2680  0.000
H: -4.3621 2.8264 -1.6597  0.000
H: -3.7111 1.4678 -3.6249  0.000
H: -1.5929 0.2559 -3.6425  0.000
H: -2.4516 -3.9090 0.7847  0.000
H: -2.1384 -6.2345 1.5247  0.000
H: 0.0879 -7.0105 2.2661  0.000
H: 2.0006 -5.4376 2.2899  0.000
H: 1.6916 -3.1056 1.5555  0.000
H: -2.2893 -0.6854 2.5490  0.000
H: -4.7216 -0.2939 2.6751  0.000
H: -6.1446 -0.7104 0.6934  0.000
H: -5.1296 -1.5192 -1.4083  0.000
H: -2.6850 -1.9181 -1.5291  0.000
O: -0.2844 2.7080 6.6825  0.000
C: -0.2257 2.1259 5.4667  0.000
C: -0.3971 2.8239 4.2771  0.001
C: -0.2896 2.1299 3.0951  0.002
N: -0.0385 0.8103 3.0153  0.030
C: 0.0925 0.1765 4.1732  0.003
Br: 0.3896 -1.6884 4.1044  0.001
C: 0.0144 0.7611 5.4213  0.001
H: -0.4172 3.6577 6.5839  0.000
H: -0.5739 3.8909 4.2571  0.000
H: -0.3706 2.6737 2.1670  0.000
H: 0.1428 0.1859 6.3243  0.000
S: 5.4262 -0.9436 1.7802  0.017
C: 3.8428 -0.9379 1.4754  0.014
N: 2.6878 -0.9499 1.2479  0.037

Values for energy above the lowest of the compared OMol25 structures with the same formula, charge and spin, kcal/mol, ordered as above
5.3 26.4 0.0
Values for energy, eV, ordered as above
-100801.843 -53744.710 -186592.059